Entry from OMol25: a molecular structure, C34H34HoN2O7S4 at a distorted geometry (ωB97M-V/def2-TZVPD).

The HOMO energy (alpha / beta) is -4.75 / -4.75 eV. The calculation puts the orbital gap (alpha / beta) at 7.1 / 7.1 eV. As for the molecular weight: 875.85 g/mol. Its net charge is -1. Its energy above the lowest of the compared OMol25 structures with the same formula, charge and spin is 14.9 kcal per mole. As for the total energy: -4493.23763 hartree. Its spin multiplicity is 5. As for the expectation value of S²: 6.004.

Cartesian coordinates (Å):
1 Ho 0.115 -0.978 -0.677
2 C 0.328 -3.573 -0.939
3 C -1.012 -3.377 -0.523
4 C -1.717 -2.802 -1.602
5 C -0.822 -2.628 -2.672
6 C 0.444 -3.098 -2.267
7 H 1.066 -4.166 -0.417
8 H -1.455 -3.735 0.401
9 H -2.791 -2.659 -1.639
10 H -1.088 -2.303 -3.668
11 H 1.310 -3.219 -2.907
12 O -1.780 2.145 -2.379
13 C -0.693 1.601 -2.621
14 O -0.417 0.393 -2.345
15 C 0.367 2.427 -3.327
16 C 1.680 1.991 -3.435
17 C 2.654 2.760 -4.063
18 C 2.262 3.969 -4.584
19 O 3.011 4.914 -5.256
20 C 2.135 5.987 -5.511
21 O 0.836 5.652 -5.085
22 C 0.944 4.412 -4.481
23 C -0.019 3.665 -3.854
24 H 1.953 1.040 -3.005
25 H 3.677 2.433 -4.125
26 H 2.127 6.211 -6.592
27 H 2.485 6.881 -4.958
28 H -1.042 3.993 -3.752
29 O 0.637 -0.746 1.519
30 C 0.668 0.503 1.359
31 O 0.517 1.028 0.229
32 C 0.891 1.393 2.543
33 C 0.766 0.889 3.832
34 C 0.968 1.720 4.919
35 C 1.304 3.051 4.726
36 C 1.420 3.557 3.440
37 C 1.214 2.733 2.349
38 H 0.503 -0.153 3.962
39 H 0.867 1.324 5.917
40 H 1.474 3.693 5.579
41 H 1.675 4.597 3.290
42 H 1.296 3.113 1.341
43 C -4.333 -0.145 -2.926
44 C -5.072 0.259 -1.657
45 C -4.297 -0.106 -0.403
46 S -2.533 0.489 -0.506
47 O -1.840 -0.501 0.383
48 C -2.694 2.022 0.527
49 C -2.543 1.792 2.023
50 C -3.862 1.667 2.782
51 H -4.978 -0.019 -3.795
52 H -4.013 -1.182 -2.875
53 H -3.453 0.476 -3.061
54 H -6.044 -0.242 -1.624
55 H -5.248 1.338 -1.676
56 H -4.170 -1.182 -0.316
57 H -4.776 0.285 0.488
58 H -3.634 2.500 0.259
59 H -1.877 2.633 0.149
60 H -1.960 2.608 2.461
61 H -1.966 0.875 2.165
62 H -4.485 2.549 2.638
63 H -3.659 1.561 3.846
64 H -4.420 0.790 2.464
65 S 4.675 -2.165 3.875
66 C 4.011 -1.961 2.384
67 S 4.240 -0.560 1.348
68 C 3.129 -1.307 0.160
69 N 2.673 -2.447 0.565
70 N 3.176 -2.820 1.763
71 C 2.886 -4.108 2.255
72 C 3.938 -4.940 2.619
73 C 3.671 -6.188 3.148
74 C 2.359 -6.612 3.286
75 C 1.318 -5.801 2.866
76 C 1.571 -4.540 2.355
77 S 2.801 -0.617 -1.339
78 H 4.952 -4.593 2.491
79 H 4.486 -6.830 3.449
80 H 2.142 -7.579 3.718
81 H 0.298 -6.149 2.946
82 H 0.771 -3.887 2.041